i:
Entry from OMol25: a 2-piece molecular cluster, CHClFNS overall (ωB97M-V/def2-TZVPD).

ORCA input file:
```
! RIJCOSX wB97M-V def2-TZVPD def2/J DEFGRID3
* xyz 0 1
Cl -1.13533 -1.61008 -0.48517
S 0.41330 -0.41746 1.59532
F 2.30135 1.39336 1.03696
N -1.20653 -0.52902 -1.65625
C 1.20215 0.71328 0.83469
H -1.57493 0.44992 -1.32555
*
```

Properties
* LUMO (alpha / beta): -1.121 / -0.953 eV
* frontier orbital gap (alpha / beta): 8.39 / 7.71 eV
* HOMO level (alpha / beta): -9.51 / -8.66 eV



ii:
Entry from OMol25: one molecule with the formula CHClFNS (ωB97M-V/def2-TZVPD).

ORCA input file:
```
! RIJCOSX wB97M-V def2-TZVPD def2/J DEFGRID3
* xyz 0 1
Cl -2.04493 0.91465 0.02832
S 1.95402 -1.03011 0.00545
F 0.97209 1.38610 0.13653
N -0.75416 -0.18000 -0.09602
C 0.82489 0.08052 0.02373
H -0.95191 -1.17116 -0.09802
*
```

Properties
* LUMO: 0.054 eV
* frontier orbital gap: 9.55 eV
* SMILES string: FC(=S)NCl
* HOMO level: -9.50 eV



Stability check: which of them is most stable? ii.



i:
Entry from OMol25: a 2-piece molecular cluster, Cl2HNOS overall (ωB97M-V/def2-TZVPD).

ORCA input file:
```
! RIJCOSX wB97M-V def2-TZVPD def2/J DEFGRID3
* xyz 0 1
Cl -1.59452 0.36305 -2.46783
Cl -2.88694 -1.97112 -0.32833
S -0.49954 -1.05150 -1.47564
O 0.17741 -1.88964 -2.35329
N 0.43284 -0.43272 -0.42875
H -0.18242 0.25945 0.02279
*
```

Properties
* LUMO (alpha / beta): -3.515 / -3.726 eV
* frontier orbital gap (alpha / beta): 7.78 / 7.10 eV
* HOMO level (alpha / beta): -11.30 / -10.83 eV



ii:
Entry from OMol25: one molecule with the formula Cl2HNOS (ωB97M-V/def2-TZVPD).

ORCA input file:
```
! RIJCOSX wB97M-V def2-TZVPD def2/J DEFGRID3
* xyz 0 1
Cl -1.12065 1.96885 0.19395
Cl -1.42389 -1.23544 0.89821
S -0.13195 0.06312 -0.10025
O -0.33363 -0.12979 -2.03451
N 1.03900 -0.30930 0.66257
H 1.97112 -0.35744 0.38004
*
```

Properties
* LUMO: -2.543 eV
* frontier orbital gap: 8.22 eV
* SMILES string: N=S(=O)(Cl)Cl
* HOMO level: -10.77 eV



Stability check: which of them is most stable? i.